# 1
ORCA calculation (the ωB97M-V functional and the def2-TZVPD basis) on a cluster of 2 separate species, C5H14NO2 in total.

- orbital gap (eV) = 10.809
- net charge = +1
- relative energy (zero: lowest compared OMol25 entry of this formula, charge and spin) (kcal per mole) = 93.4
- HOMO energy (eV) = -14.398
- strongest force on any atom (eV/Å) = 8.63
- energy (eV) = -10987.75259

XYZ file:
```
22
Properties=species:S:1:pos:R:3:forces:R:3:nbo_charge:R:1
O -1.899 1.351 0.410 -0.924 0.226 1.251 -0.479
C -0.817 0.971 0.706 2.528 -0.621 -0.798 0.446
C -0.479 -0.490 0.939 0.130 -3.451 -4.271 -0.113
C 0.812 -1.264 0.210 1.508 2.728 -0.365 -0.455
C 2.108 -0.440 0.591 0.547 0.500 3.053 -0.438
C 2.803 0.112 -0.601 -0.916 3.743 -0.967 -0.625
N -1.587 -1.374 0.276 1.720 -1.365 0.177 -0.709
H 0.168 1.500 0.646 -0.937 0.761 0.364 0.156
H -0.486 -0.781 1.924 0.273 -0.359 2.543 0.235
H 0.918 -1.263 -0.959 -1.332 0.290 1.971 0.243
H 0.962 -2.343 0.457 -0.721 0.866 0.534 0.240
H 2.056 0.394 1.421 -0.997 -1.305 -1.629 0.221
H 2.774 -1.085 1.173 0.077 -0.338 -0.404 0.231
H 3.449 1.058 -0.532 -0.743 -1.516 0.726 0.244
H 2.003 0.500 -1.289 0.685 -0.502 0.166 0.197
H 3.377 -0.598 -1.084 1.055 -1.524 -1.213 0.220
H -2.487 -1.342 0.760 -0.210 0.378 -0.791 0.455
H -1.509 -1.112 -0.741 -1.111 -0.198 1.170 0.467
H -1.199 -2.384 0.362 -1.069 2.004 -0.251 0.447
H -1.715 1.910 -1.840 1.082 -0.901 0.131 0.504
H -0.869 0.875 -2.509 0.980 -3.542 -7.804 0.459
O -0.962 1.269 -1.760 -1.624 4.126 6.405 -0.950
```
Positions in Å, forces in eV/Å.

---

# 2
ORCA calculation (the ωB97M-V functional and the def2-TZVPD basis) on a cluster of 10 separate species, C3H26O10 in total.

- orbital gap (eV) = 2.824
- net charge = 0
- relative energy (zero: lowest compared OMol25 entry of this formula, charge and spin) (kcal per mole) = 189.0
- HOMO energy (eV) = -5.273
- strongest force on any atom (eV/Å) = 1.70
- energy (eV) = -24000.58845

XYZ file:
```
39
Properties=species:S:1:pos:R:3:forces:R:3:nbo_charge:R:1
O -0.933 1.055 -2.185 -0.532 0.909 -0.036 -0.787
H -0.270 0.905 -2.863 0.891 -0.339 -0.603 0.571
H -1.791 0.686 -2.406 -0.910 -0.413 -0.399 0.565
H -0.676 0.794 -1.298 0.806 -0.409 1.228 0.557
C 3.186 -2.188 3.649 -0.586 1.339 -0.864 -0.649
C 3.182 -1.136 2.499 0.024 0.312 -1.566 0.127
C 4.312 -1.510 1.412 -0.413 -1.508 0.031 -0.655
O 1.926 -0.889 1.991 0.460 -0.588 -0.265 -0.945
H 2.859 -3.153 3.261 0.811 -0.322 -0.144 0.192
H 2.360 -1.948 4.318 0.226 0.416 0.298 0.205
H 4.156 -2.077 4.134 -0.027 -0.836 0.273 0.192
H 3.610 -0.182 2.806 0.166 0.436 1.152 0.086
H 4.090 -2.473 0.951 -0.789 -0.153 -0.448 0.177
H 5.299 -1.806 1.766 0.281 0.584 0.973 0.182
H 4.520 -0.820 0.594 -0.557 0.455 0.166 0.185
O -0.787 5.833 -5.428 -0.162 -0.003 0.212 -0.934
H -0.228 6.320 -6.032 0.141 0.191 -0.137 0.472
H -0.660 4.916 -5.670 0.024 -0.196 -0.091 0.461
O 0.187 -4.799 -0.613 -0.197 -0.057 -0.348 -0.953
H 0.439 -3.976 -0.193 0.216 0.291 0.224 0.480
H 0.190 -5.442 0.096 0.031 -0.141 0.176 0.471
O -2.217 2.779 3.555 -0.003 0.190 0.043 -0.930
H -1.737 2.022 3.219 0.260 -0.261 0.057 0.471
H -2.931 2.906 2.930 -0.228 0.067 -0.071 0.458
O 1.966 -0.342 -5.554 -0.326 0.171 0.175 -0.954
H 2.761 0.181 -5.448 0.247 0.123 0.055 0.475
H 2.208 -1.023 -6.182 0.012 -0.232 -0.136 0.479
O -5.077 -0.713 -3.275 0.304 0.200 0.151 -0.955
H -5.049 -1.661 -3.404 0.028 -0.296 -0.011 0.478
H -5.939 -0.452 -3.599 -0.221 0.131 -0.096 0.477
O 3.914 4.676 0.067 0.064 0.037 -0.276 -0.941
H 3.599 3.925 0.571 -0.012 -0.286 0.176 0.474
H 3.503 5.434 0.483 -0.061 0.209 0.109 0.466
O -6.486 -0.481 1.504 0.205 0.020 0.153 -0.936
H -7.422 -0.681 1.462 -0.252 -0.072 0.071 0.471
H -6.252 -0.240 0.608 0.074 0.046 -0.223 0.464
O -3.251 -1.618 4.456 -0.046 -0.072 0.171 -0.936
H -4.029 -1.323 3.983 -0.265 0.075 -0.091 0.465
H -2.533 -1.502 3.833 0.316 -0.017 -0.087 0.470
```
Positions in Å, forces in eV/Å.

---

# 3
ORCA calculation (the ωB97M-V functional and the def2-TZVPD basis) on a structure of composition C16H11AsCl5N2OS4Tc.

- orbital gap (spin up / spin down) (eV) = 5.431 / 5.502
- net charge = +2
- relative energy (zero: lowest compared OMol25 entry of this formula, charge and spin) (kcal per mole) = 0.0
- HOMO energy (spin up / spin down) (eV) = -13.925 / -13.928
- strongest force on any atom (eV/Å) = 0.73
- energy (eV) = -190773.92102

XYZ file:
```
41
Properties=species:S:1:pos:R:3:forces:R:3:nbo_charge:R:1
Tc -0.662 -0.106 -0.548 -0.429 -0.125 0.213 0.870
N -0.756 1.848 0.301 -0.047 0.014 -0.050 -0.749
C -0.302 1.879 1.689 0.087 -0.056 0.178 0.056
C -0.204 3.029 2.416 0.022 -0.099 0.093 -0.159
C 0.225 2.966 3.760 -0.018 0.010 -0.038 -0.177
C 0.539 1.769 4.339 -0.015 -0.076 -0.104 -0.130
C 0.453 0.567 3.593 -0.043 0.069 -0.083 -0.101
C 0.789 -0.708 4.103 -0.007 -0.071 -0.053 -0.046
C 0.704 -1.811 3.295 -0.035 0.102 -0.097 -0.252
C 0.297 -1.650 1.960 0.091 -0.156 0.186 0.130
N -0.035 -0.477 1.459 0.092 0.009 -0.006 -0.514
C 0.029 0.633 2.253 0.028 0.163 0.158 0.225
H -0.258 2.534 -0.268 -0.020 0.026 -0.018 0.443
H -1.740 2.122 0.236 0.008 0.046 0.016 0.435
H -0.456 3.986 1.978 -0.014 0.042 -0.032 0.246
H 0.301 3.882 4.328 0.001 0.019 0.019 0.256
H 0.864 1.723 5.369 0.009 0.005 0.042 0.250
H 1.119 -0.802 5.129 0.000 0.004 0.018 0.252
H 0.957 -2.796 3.656 0.000 -0.031 -0.005 0.263
H 0.245 -2.495 1.285 0.009 -0.040 0.014 0.230
Cl 1.963 0.711 -0.428 0.226 -0.006 -0.014 0.115
C 1.992 -0.805 -1.316 0.057 0.124 0.049 0.021
C 0.725 -1.320 -1.473 0.496 -0.163 -0.223 -0.239
C 0.600 -2.445 -2.280 0.069 -0.013 0.091 -0.083
Cl -0.946 -3.123 -2.607 -0.075 0.018 0.001 0.063
C 1.743 -3.045 -2.827 0.029 -0.011 0.001 -0.072
Cl 1.592 -4.456 -3.775 -0.022 0.022 0.017 0.130
C 3.016 -2.498 -2.610 0.020 0.049 0.042 -0.066
Cl 4.402 -3.233 -3.273 -0.019 0.012 -0.001 0.138
C 3.155 -1.332 -1.850 -0.213 0.005 0.067 -0.122
Cl 4.657 -0.576 -1.578 -0.029 -0.024 -0.015 0.127
S -2.048 4.371 -7.138 0.064 0.133 -0.128 -0.287
As -2.759 3.119 -5.771 -0.086 -0.164 0.082 0.717
S -1.996 2.306 -2.547 0.024 0.101 -0.130 -0.002
S -0.724 0.712 -2.544 -0.138 0.208 -0.681 0.270
S -1.300 3.565 -4.008 0.034 -0.068 0.156 -0.224
C -3.327 -1.648 -0.903 0.289 0.330 -0.022 -0.247
O -2.098 -1.065 -0.391 -0.206 -0.308 0.347 -0.448
H -4.113 -1.318 -0.225 -0.016 -0.095 -0.146 0.229
H -3.177 -2.725 -0.864 -0.138 0.099 -0.023 0.239
H -3.465 -1.288 -1.924 -0.084 -0.105 0.079 0.216
```
Positions in Å, forces in eV/Å.

---

Question: strongest force on any atom of number 3 (C16H11AsCl5N2OS4Tc)?
Answer: 0.73 eV/Å